Formula: C5H8NS
Source: OMol25
Level of theory: the ωB97M-V functional and the def2-TZVPD basis

Last column: natural (NBO) charge in e.
Cartesian coordinates (Å):
C  -0.866  0.582  1.248  -0.1797
C  1.131  1.798  0.772  -0.2762
C  -0.190  0.620  -0.142  0.3209
C  -0.461  0.855  -1.478  -0.7289
C  0.391  -1.672  0.979  -0.4236
N  -0.303  -0.527  0.563  -0.3064
S  0.358  1.616  2.210  0.5757
H  -1.890  0.719  1.355  0.2482
H  1.940  2.553  0.540  0.2623
H  -0.191  1.838  -1.998  0.2755
H  -1.469  0.770  -1.766  0.2777
H  0.031  0.105  -2.183  0.2667
H  0.900  -1.424  1.927  0.2087
H  1.070  -1.993  0.308  0.2326
H  -0.127  -2.578  1.139  0.2464

Calculated values
Spin multiplicity: 1
M: 114.19 g mol⁻¹
Charge: +1
Orbital gap: 8.79 eV
Total energy: -17627.9122 eV
F_max: 6.440 eV/Å
Highest occupied orbital energy: -14.6 eV
Energy relative to the best compared isomer or geometry (same formula, charge and spin): 484.23 kJ/mol



Formula: C5H8O
Source: OMol25
Level of theory: the ωB97M-V functional and the def2-TZVPD basis

Last column: natural (NBO) charge in e.
Cartesian coordinates (Å):
C  -2.169  1.032  -0.502  -0.2880
C  -0.623  -0.803  -0.153  0.1688
C  0.346  0.033  -0.338  -0.3639
C  1.772  -0.161  0.073  -0.2088
C  2.240  -0.810  1.121  -0.3991
H  -1.786  1.302  -1.505  0.1871
H  -3.275  1.032  -0.688  0.2107
H  -1.773  1.680  0.363  0.2052
H  -0.422  -1.857  -0.012  0.1970
H  0.061  1.054  -0.654  0.2102
H  2.648  0.368  -0.414  0.2052
H  3.319  -1.000  1.224  0.1990
H  1.586  -1.446  1.795  0.1849
O  -1.924  -0.424  -0.309  -0.5083

Calculated values
Spin multiplicity: 1
M: 84.12 g mol⁻¹
Orbital gap: 9.53 eV
SMILES string: C=C/C=C/OC
Total energy: -7359.6497 eV
F_max: 4.096 eV/Å
Highest occupied orbital energy: -8.5 eV
Energy relative to the best compared isomer or geometry (same formula, charge and spin): 251.40 kJ/mol



Formula: C5H8O
Source: OMol25
Level of theory: the ωB97M-V functional and the def2-TZVPD basis

Last column: natural (NBO) charge in e.
Cartesian coordinates (Å):
C  -0.484  0.791  1.597  -0.6516
C  0.710  0.143  0.953  -0.0966
C  -0.999  -0.784  -1.450  -0.4198
C  0.235  -0.742  -1.936  -0.3726
C  1.556  0.805  -0.082  0.3061
O  1.982  0.885  1.129  -0.4266
H  -0.264  0.934  2.659  0.2262
H  -0.722  1.762  1.153  0.2211
H  -1.370  0.151  1.524  0.2299
H  0.837  -0.924  1.126  0.1973
H  -1.459  -1.712  -1.122  0.1914
H  -1.599  0.120  -1.352  0.1911
H  0.878  -1.620  -1.957  0.1909
H  0.699  0.189  -2.241  0.2134

Calculated values
Spin multiplicity: 1
M: 84.12 g mol⁻¹
Orbital gap: 10.03 eV
Total energy: -7357.5877 eV
F_max: 0.685 eV/Å
Highest occupied orbital energy: -9.4 eV
Energy relative to the best compared isomer or geometry (same formula, charge and spin): 450.35 kJ/mol



Formula: C5H8O
Source: OMol25
Level of theory: the ωB97M-V functional and the def2-TZVPD basis

Last column: natural (NBO) charge in e.
Cartesian coordinates (Å):
C  -0.641  -1.343  -0.841  -0.6038
C  0.038  -0.511  0.230  -0.2051
C  -0.744  0.723  0.759  -0.5229
C  0.576  1.484  0.670  0.6135
O  1.027  2.425  1.264  -0.5158
C  1.193  0.421  -0.234  -0.5228
H  -0.946  -0.697  -1.673  0.2017
H  0.031  -2.111  -1.238  0.2136
H  -1.537  -1.839  -0.452  0.2134
H  0.372  -1.131  1.069  0.2072
H  -1.215  0.684  1.745  0.2319
H  -1.476  1.074  0.020  0.2286
H  2.230  0.147  -0.023  0.2319
H  1.093  0.672  -1.298  0.2285

Calculated values
Spin multiplicity: 1
M: 84.12 g mol⁻¹
Orbital gap: 10.52 eV
SMILES string: CC1CC(=O)C1
Total energy: -7361.4504 eV
F_max: 0.511 eV/Å
Highest occupied orbital energy: -9.5 eV
Energy relative to the best compared isomer or geometry (same formula, charge and spin): 77.66 kJ/mol



Formula: C5H8O
Source: OMol25
Level of theory: the ωB97M-V functional and the def2-TZVPD basis

Last column: natural (NBO) charge in e.
Cartesian coordinates (Å):
C  -2.312  -0.959  -0.140  -0.4054
C  -1.959  0.287  0.285  -0.2286
C  -0.560  0.787  -0.099  -0.1170
C  1.645  0.111  -0.341  0.1361
C  2.712  -0.491  0.312  -0.4862
H  -1.444  -1.625  -0.551  0.2333
H  -3.320  -1.367  -0.008  0.2084
H  -2.661  1.113  0.844  0.2241
H  -0.590  1.601  -0.909  0.1964
H  -0.122  1.381  0.804  0.1946
H  1.892  1.087  -0.899  0.1583
H  2.584  -1.402  0.939  0.2020
H  3.783  -0.182  0.295  0.2187
O  0.353  -0.343  -0.532  -0.5346

Calculated values
Spin multiplicity: 1
M: 84.12 g mol⁻¹
Orbital gap: 10.31 eV
SMILES string: C=CCOC=C
Total energy: -7358.9579 eV
F_max: 3.356 eV/Å
Highest occupied orbital energy: -9.2 eV
Energy relative to the best compared isomer or geometry (same formula, charge and spin): 318.14 kJ/mol



Formula: C5H8O
Source: OMol25
Level of theory: the ωB97M-V functional and the def2-TZVPD basis

Last column: natural (NBO) charge in e.
Cartesian coordinates (Å):
C  -0.865  2.253  0.439  -0.2226
C  0.411  -0.208  0.078  -0.3313
C  0.230  -0.979  -1.219  -0.4052
C  1.058  -1.554  -0.108  -0.4065
C  -0.668  0.009  1.035  0.1115
O  -1.137  1.207  1.201  -0.3491
H  1.050  0.684  0.035  0.2275
H  -0.544  2.050  -0.575  0.1597
H  -1.388  3.150  0.744  0.1729
H  -0.760  -1.398  -1.378  0.2169
H  0.721  -0.611  -2.117  0.2160
H  2.139  -1.577  -0.232  0.2205
H  0.671  -2.397  0.460  0.2154
H  -1.033  -0.701  1.762  0.1744

Calculated values
Spin multiplicity: 1
M: 84.12 g mol⁻¹
Orbital gap (spin up / spin down): 8.17 / 7.76 eV
Total energy: -7357.8798 eV
F_max: 0.899 eV/Å
Highest occupied orbital energy (spin up / spin down): -7.3 / -6.9 eV
Energy relative to the best compared isomer or geometry (same formula, charge and spin): 422.17 kJ/mol



Formula: C5H8O
Source: OMol25
Level of theory: the ωB97M-V functional and the def2-TZVPD basis

Last column: natural (NBO) charge in e.
Cartesian coordinates (Å):
C  1.508  -0.297  0.528  -0.6475
C  0.701  0.452  -0.459  -0.3033
C  -0.644  0.056  -0.896  -0.2869
C  -1.248  -0.821  0.203  -0.0524
O  -1.154  0.265  1.156  -0.5123
C  -0.892  1.115  0.078  0.0441
H  1.314  -1.320  0.843  0.2182
H  2.067  0.294  1.285  0.2292
H  1.891  -0.476  -0.613  0.2845
H  1.236  1.277  -0.915  0.2198
H  -0.917  0.015  -1.938  0.2194
H  -0.710  -1.712  0.537  0.1840
H  -2.299  -1.035  0.005  0.1864
H  -0.852  2.186  0.186  0.2166

Calculated values
Spin multiplicity: 1
M: 84.12 g mol⁻¹
Orbital gap: 8.26 eV
Total energy: -7356.9950 eV
F_max: 4.441 eV/Å
Highest occupied orbital energy: -7.2 eV
Energy relative to the best compared isomer or geometry (same formula, charge and spin): 507.53 kJ/mol



Formula: C5H8O
Source: OMol25
Level of theory: the ωB97M-V functional and the def2-TZVPD basis

Last column: natural (NBO) charge in e.
Cartesian coordinates (Å):
C  1.472  0.047  -0.538  -0.4544
C  0.641  0.359  0.675  -0.2672
C  -0.820  0.685  0.625  -0.4449
C  -1.383  -0.114  -0.502  -0.0752
O  -0.508  -1.414  -0.615  -0.5315
C  0.700  -1.093  0.006  0.0982
H  1.202  0.427  -1.516  0.2175
H  2.537  0.050  -0.333  0.2247
H  1.175  0.614  1.596  0.2218
H  -1.267  1.604  0.194  0.2175
H  -1.267  0.533  1.619  0.2149
H  -1.165  0.376  -1.454  0.1744
H  -2.483  -0.207  -0.375  0.2053
H  1.165  -1.867  0.617  0.1990

Calculated values
Spin multiplicity: 1
M: 84.12 g mol⁻¹
Orbital gap: 10.08 eV
SMILES string: C1C[C@@H]2C[C@@H]2O1
Total energy: -7359.8838 eV
F_max: 2.392 eV/Å
Highest occupied orbital energy: -9.0 eV
Energy relative to the best compared isomer or geometry (same formula, charge and spin): 228.81 kJ/mol



Formula: C5H8O
Source: OMol25
Level of theory: the ωB97M-V functional and the def2-TZVPD basis

Last column: natural (NBO) charge in e.
Cartesian coordinates (Å):
C  -1.720  -0.581  0.086  -0.6533
C  -0.742  0.193  -0.678  -0.0343
O  0.177  1.095  1.450  -0.6229
C  1.150  0.985  0.721  0.4084
C  1.442  -0.376  0.300  -0.5236
C  0.591  0.032  -0.872  -0.2759
H  -2.543  0.007  0.451  0.2285
H  -1.224  -1.084  0.881  0.2191
H  -2.189  -1.311  -0.561  0.2300
H  -1.240  0.689  -1.482  0.1826
H  1.758  1.867  0.514  0.1495
H  2.470  -0.557  0.053  0.2202
H  1.034  -1.116  0.989  0.2376
H  1.035  0.154  -1.853  0.2339

Calculated values
Spin multiplicity: 1
M: 84.12 g mol⁻¹
Orbital gap: 9.13 eV
Total energy: -7359.1897 eV
F_max: 4.181 eV/Å
Highest occupied orbital energy: -8.6 eV
Energy relative to the best compared isomer or geometry (same formula, charge and spin): 295.78 kJ/mol



Formula: C5H8O
Source: OMol25
Level of theory: the ωB97M-V functional and the def2-TZVPD basis

Last column: natural (NBO) charge in e.
Cartesian coordinates (Å):
C  -1.510  -0.224  -0.645  -0.6848
C  -0.606  0.099  0.496  0.2252
O  0.757  -1.390  0.065  -0.6959
C  0.184  1.305  0.477  -0.5746
C  1.568  0.886  -0.156  -0.2105
C  1.769  -0.409  -0.281  -0.1370
H  -1.039  0.051  -1.593  0.2441
H  -1.795  -1.277  -0.673  0.2322
H  -2.417  0.385  -0.531  0.2398
H  -0.796  -0.413  1.436  0.1983
H  1.097  -1.924  0.804  0.4869
H  -0.243  2.070  -0.178  0.2365
H  0.375  1.727  1.467  0.2372
H  2.656  -0.885  -0.687  0.2026

Calculated values
Spin multiplicity: 1
M: 84.12 g mol⁻¹
Orbital gap (spin up / spin down): 7.38 / 7.38 eV
Total energy: -7357.0541 eV
F_max: 0.413 eV/Å
Highest occupied orbital energy (spin up / spin down): -7.3 / -7.3 eV
Energy relative to the best compared isomer or geometry (same formula, charge and spin): 501.83 kJ/mol



Formula: C5H8O
Source: OMol25
Level of theory: the ωB97M-V functional and the def2-TZVPD basis

Last column: natural (NBO) charge in e.
Cartesian coordinates (Å):
O  -0.632  -1.186  -2.427  -0.5007
C  0.116  -1.472  -1.521  0.4285
C  0.145  -0.721  -0.218  -0.4197
C  -0.913  0.359  -0.020  -0.3916
C  -0.220  1.201  1.060  -0.5060
C  1.230  0.978  0.640  -0.2045
H  0.826  -2.318  -1.615  0.1154
H  0.266  -1.405  0.627  0.2311
H  -0.997  0.924  -0.952  0.2302
H  -1.903  -0.024  0.243  0.2183
H  -0.489  2.263  1.022  0.2256
H  -0.475  0.816  2.058  0.1828
H  1.133  -0.020  -0.341  0.2502
H  1.773  0.426  1.429  0.1404

Calculated values
Spin multiplicity: 1
M: 84.12 g mol⁻¹
Orbital gap (spin up / spin down): 8.19 / 8.19 eV
Total energy: -7357.3646 eV
F_max: 0.557 eV/Å
Highest occupied orbital energy (spin up / spin down): -8.6 / -8.6 eV
Energy relative to the best compared isomer or geometry (same formula, charge and spin): 471.88 kJ/mol



Formula: C5H8O
Source: OMol25
Level of theory: the ωB97M-V functional and the def2-TZVPD basis

Last column: natural (NBO) charge in e.
Cartesian coordinates (Å):
C  1.567  -0.228  -0.265  -0.3566
C  0.892  1.066  -0.593  -0.3948
C  0.087  -0.038  0.000  -0.1957
C  -0.997  -0.904  -0.507  0.0645
O  -1.302  -1.290  0.742  -0.3711
C  -0.605  -0.254  1.307  -0.0129
H  1.846  -0.889  -1.080  0.2214
H  2.226  -0.264  0.597  0.2217
H  1.088  1.924  0.044  0.2296
H  0.706  1.304  -1.636  0.2274
H  -2.118  0.631  -0.166  -0.0380
H  -1.220  -1.525  -1.363  0.2093
H  -1.924  0.848  0.598  -0.0025
H  -0.245  -0.381  2.322  0.1978

Calculated values
Spin multiplicity: 1
M: 84.12 g mol⁻¹
Orbital gap: 8.40 eV
Total energy: -7355.9564 eV
F_max: 0.282 eV/Å
Highest occupied orbital energy: -7.6 eV
Energy relative to the best compared isomer or geometry (same formula, charge and spin): 607.75 kJ/mol